{"formula": "C16H14Br4O3SSe2Te2Zr", "method": "ωB97M-V with the def2-TZVPD basis set", "symbols": ["Te", "Te", "Zr", "Br", "Br", "Br", "Br", "Se", "Se", "S", "O", "O", "O", "C", "C", "C", "C", "C", "C", "C", "C", "C", "C", "C", "C", "C", "C", "C", "C", "H", "H", "H", "H", "H", "H", "H", "H", "H", "H", "H", "H", "H", "H"], "coordinates": [[-3.9362, 2.1200, -0.2633], [-2.3885, 3.1617, 1.7224], [-1.3081, 0.5690, 0.1091], [2.2505, -2.1708, 2.1474], [-4.1990, -3.1303, 1.7576], [0.8855, -4.6806, 3.8811], [-2.3640, -5.2569, 3.5707], [-1.3469, 1.1213, 2.7645], [-2.2297, 1.7731, -2.0894], [1.8145, 1.7291, -0.0121], [0.2915, 1.9887, -0.0060], [0.1814, -0.7239, 0.5053], [-2.4852, -1.0179, 0.4895], [-0.1838, -3.5963, 2.7786], [2.8134, 3.6846, 1.5747], [-0.8653, -2.5818, -1.8998], [2.3937, 3.2556, -0.7558], [2.3196, 2.2299, 1.6487], [-1.9645, -2.2892, -2.6955], [0.4625, -1.0226, -3.1604], [0.4016, -2.5498, 2.0586], [-0.3585, -1.7309, 1.2449], [-0.6255, -0.7656, -3.9866], [-1.7638, -1.9067, 1.2017], [0.3457, -1.9416, -2.1230], [2.1632, 4.2966, 0.3367], [-1.5532, -3.8147, 2.6782], [-2.3366, -2.9547, 1.9026], [-1.8385, -1.3954, -3.7503], [1.0868, 4.4005, 0.4889], [-2.9092, -2.7840, -2.5110], [3.4517, 3.1198, -0.9911], [2.5657, 4.2247, 2.4870], [1.8177, 3.4014, -1.6682], [3.8992, 3.6919, 1.4639], [3.0689, 1.5237, 2.0032], [-0.9388, -3.3435, -1.1337], [2.5646, 5.2737, 0.0732], [1.4081, 2.0942, 2.2376], [-2.6893, -1.1843, -4.3846], [1.2103, -2.1981, -1.5259], [-0.5256, -0.0787, -4.8175], [1.4140, -0.5413, -3.3520]], "homo_lumo_gap_ev": 6.8, "homo_ev": -7.68, "fmax_ev_per_a": 1.313, "spin_multiplicity": 1, "charge": 0, "relative_energy_ev": 0.000}